Record 1
# C18H18ClN4ORu

A molecular structure, C18H18ClN4ORu in a non-equilibrium geometry (wB97M-V/def2-TZVPD, the OMol25 dataset).

Cartesian coordinates (Å):
Ru1 -0.698 0.352 -0.518
Cl1 -0.913 2.036 6.566
C1 -1.174 1.672 4.923
C2 -2.458 1.796 4.372
C3 -2.665 1.514 3.044
C4 -1.617 1.080 2.216
O1 -1.854 0.787 0.971
C5 -0.293 0.967 2.772
C6 0.853 0.625 2.008
N1 0.904 0.335 0.736
C7 2.114 0.040 0.094
C8 3.365 -0.121 0.677
C9 4.483 -0.404 -0.105
C10 4.399 -0.499 -1.474
C11 3.158 -0.329 -2.113
C12 2.979 -0.364 -3.511
C13 1.718 -0.214 -4.041
C14 0.631 -0.048 -3.194
N2 0.758 0.013 -1.865
C15 2.011 -0.098 -1.318
C16 -0.118 1.265 4.128
H1 -3.279 2.118 4.996
H2 -3.650 1.619 2.607
H3 1.789 0.638 2.556
H4 3.488 -0.036 1.747
H5 5.443 -0.543 0.373
H6 5.283 -0.711 -2.061
H7 3.835 -0.506 -4.159
H8 1.558 -0.237 -5.109
H9 -0.368 0.036 -3.595
H10 0.867 1.182 4.572
N3 -2.439 0.384 -1.843
C17 -2.909 -0.991 -2.148
C18 -2.869 -1.832 -0.886
N4 -1.483 -1.907 -0.384
H11 -3.151 0.855 -1.288
H12 -2.368 0.916 -2.704
H13 -2.247 -1.428 -2.898
H14 -3.921 -0.981 -2.551
H15 -3.279 -2.820 -1.099
H16 -3.484 -1.367 -0.114
H17 -0.930 -2.544 -0.948
H18 -1.468 -2.252 0.569

Forces on atoms 1 to 3 (eV/Å):
-0.170 -2.275 0.454
-0.011 -0.024 -0.038
-0.074 -0.003 0.014

As for the total charge: +2. The molar mass is 442.9 u. Its spin multiplicity is 2. For the largest force on an atom, the calculation gives 0.0452 hartree/bohr. As for the energy: -1545.5573 Eh.

---

Record 2
# C11H25Cl2FInN2O

A molecular structure, C11H25Cl2FInN2O (wB97M-V/def2-TZVPD, the OMol25 dataset).

Cartesian coordinates (Å):
C1 -3.163 -1.248 1.033
C2 -3.728 0.038 0.479
O1 -4.884 0.356 0.673
N1 -2.850 0.851 -0.233
C3 -2.458 2.127 0.378
C4 -1.440 1.999 1.515
C5 -0.045 1.603 1.023
C6 0.927 1.131 2.121
In1 2.511 -0.110 1.177
F1 2.423 0.412 -0.820
C7 1.905 -2.247 1.201
C8 0.966 -2.561 0.026
C9 0.533 -4.034 -0.066
N2 -0.588 -4.424 0.800
H1 -2.642 -1.019 1.968
H2 -2.448 -1.713 0.350
H3 -3.984 -1.936 1.250
H4 -2.045 0.328 -0.555
H5 -2.018 2.750 -0.411
H6 -3.366 2.642 0.705
H7 -1.385 2.986 1.995
H8 -1.789 1.282 2.268
H9 -0.137 0.787 0.292
H10 0.434 2.441 0.514
H11 1.358 1.992 2.647
H12 0.398 0.508 2.857
H13 4.144 0.176 1.813
H14 2.777 -2.908 1.145
H15 1.374 -2.403 2.150
H16 1.462 -2.282 -0.914
H17 0.066 -1.927 0.086
H18 0.260 -4.288 -1.099
H19 1.385 -4.656 0.232
H20 -1.371 -3.797 0.661
H21 -0.310 -4.344 1.772
Cl1 0.904 3.505 -2.202
C10 1.955 2.315 -3.018
C11 2.680 2.909 -4.193
Cl2 1.592 3.325 -5.556
H22 1.332 1.474 -3.305
H23 2.660 1.959 -2.268
H24 3.395 2.183 -4.576
H25 3.208 3.817 -3.916

Forces on atoms 1 to 3 (eV/Å):
-0.278 -0.331 -0.153
-0.291 0.158 -0.129
0.252 0.142 0.307

As for the total charge: -1. The molar mass is 406.1 u. For the largest force on an atom, the calculation gives 0.0132 hartree/bohr. As for the energy: -1829.3141 Eh.

---

Record 3
# C4H11PS

2 unconnected molecules or ions with the total composition C4H11PS (wB97M-V/def2-TZVPD, the OMol25 dataset).

Cartesian coordinates (Å):
C1 -0.626 -0.194 -1.968
C2 -0.839 1.865 -0.012
C3 -1.061 -0.808 0.741
C4 1.809 -0.622 0.667
P1 -1.645 0.273 -0.495
S1 2.181 -0.658 2.355
H1 0.428 -0.224 -1.688
H2 -0.788 0.532 -2.764
H3 -0.937 -1.177 -2.325
H4 -1.211 2.164 0.969
H5 -1.084 2.643 -0.735
H6 0.241 1.722 0.037
H7 -1.205 -0.503 1.763
H8 -1.125 -1.867 0.560
H9 1.951 -1.525 0.107
H10 2.070 0.312 0.208
H11 1.843 -1.931 2.579

Forces on atoms 1 to 3 (eV/Å):
-0.225 0.011 0.299
-0.102 -0.296 -0.081
0.396 0.012 -0.110

The molar mass is 122.2 u. The energy relative to the best compared isomer or geometry (same formula, charge and spin) is 3.3804 eV. For the largest force on an atom, the calculation gives 0.0133 hartree/bohr.

---

Record 4
# C5H10O2

A single C5H10O2 molecule (wB97M-V/def2-TZVPD, the OMol25 dataset).

Cartesian coordinates (Å):
C1 1.968 -0.097 -0.638
C2 0.758 0.256 0.220
O1 0.067 1.238 -0.538
C3 -1.271 1.317 -0.097
C4 -1.602 -0.052 0.524
C5 -0.305 -0.862 0.467
O2 -0.302 -1.807 -0.585
H1 2.542 0.816 -0.832
H2 1.628 -0.474 -1.609
H3 2.636 -0.827 -0.172
H4 1.084 0.686 1.184
H5 -1.895 1.572 -0.958
H6 -1.371 2.120 0.650
H7 -1.883 0.077 1.573
H8 -2.397 -0.608 0.025
H9 -0.268 -1.439 1.401
H10 0.617 -2.093 -0.654

Forces on atoms 1 to 3 (eV/Å):
0.003 -0.062 0.068
0.102 -0.193 0.060
0.014 0.039 -0.051

As for the SMILES: C[C@H]1OCC[C@H]1O. The molar mass is 102.1 u. The energy relative to the best compared isomer or geometry (same formula, charge and spin) is 1.4672 eV. For the largest force on an atom, the calculation gives 0.0163 hartree/bohr.

---

Record 5
# C5H12O3

A single C5H12O3 molecule in a non-equilibrium geometry (wB97M-V/def2-TZVPD, the OMol25 dataset).

Cartesian coordinates (Å):
C1 -2.217 -0.181 1.141
O1 -1.138 0.454 0.508
C2 -0.195 -0.450 -0.141
C3 -0.696 -0.882 -1.515
C4 1.100 0.372 -0.199
C5 1.526 0.896 1.164
O2 0.961 1.375 -1.152
O3 2.121 -0.586 -0.614
H1 -1.867 -0.913 1.882
H2 -2.881 -0.688 0.431
H3 -2.781 0.600 1.651
H4 -0.027 -1.321 0.510
H5 -0.019 -1.613 -1.950
H6 -0.765 -0.015 -2.167
H7 -1.681 -1.333 -1.425
H8 2.500 1.373 1.075
H9 0.783 1.603 1.521
H10 1.610 0.071 1.865
H11 1.672 2.016 -1.037
H12 1.993 -0.779 -1.550

Forces on atoms 1 to 3 (eV/Å):
-0.026 -0.098 0.012
0.464 -0.649 -0.534
-0.923 1.285 0.482

As for the SMILES: CO[C@@H](C)C(C)(O)O. The molar mass is 120.1 u. The energy relative to the best compared isomer or geometry (same formula, charge and spin) is 1.0306 eV. For the largest force on an atom, the calculation gives 0.0331 hartree/bohr.

---

Record 6
# C2H7S2

2 unconnected molecules or ions with the total composition C2H7S2 (wB97M-V/def2-TZVPD, the OMol25 dataset).

Cartesian coordinates (Å):
S1 2.343 -2.121 0.772
H1 1.233 -2.867 0.896
C1 -1.353 0.601 0.169
C2 0.046 1.004 -0.285
S2 0.716 -0.114 -1.565
H2 -2.050 0.694 -0.665
H3 -1.368 -0.457 0.443
H4 -1.695 1.211 1.007
H5 0.745 0.978 0.544
H6 0.004 2.003 -0.710
H7 1.377 -0.932 -0.607

Forces on atoms 1 to 3 (eV/Å):
-0.014 0.018 0.119
0.008 -0.001 0.003
0.130 -0.317 -0.249

As for the total charge: -1. The molar mass is 95.2 u. The energy relative to the best compared isomer or geometry (same formula, charge and spin) is 0.0289 eV. For the largest force on an atom, the calculation gives 0.0100 hartree/bohr.